This record from the OMol25 dataset describes one molecule with the formula C17H25ClN2O3. The level of theory is ωB97M-V/def2-TZVPD.

Structure (XYZ):
```
48
Properties=species:S:1:pos:R:3:forces:R:3:nbo_charge:R:1
C 0.389736 4.573346 0.203299 -0.193 -0.114 0.117 -0.600
C -0.610653 3.470307 0.529713 0.121 0.048 -0.201 -0.414
C -0.968898 2.674590 -0.722930 -0.037 -0.197 0.301 -0.393
C -1.868246 1.434267 -0.487423 -0.037 0.648 0.382 0.165
O -2.115944 0.816707 -1.740505 -0.130 -0.136 -0.205 -0.733
C -3.160218 1.834005 0.246436 -0.057 -0.264 -0.180 -0.432
C -4.336349 0.875258 0.049964 0.178 0.005 0.133 -0.387
C -4.048657 -0.533547 0.548616 -0.126 0.190 -0.072 -0.622
C -1.035809 0.457901 0.356601 -0.059 -0.041 -0.191 0.683
O -0.967389 0.505729 1.564007 0.031 0.033 0.294 -0.625
N -0.320222 -0.402856 -0.405798 0.206 -0.463 -0.342 -0.464
N 0.689761 -1.221658 0.078118 0.051 0.771 -0.281 -0.313
C 0.443753 -2.365936 0.777334 -0.564 -0.374 0.233 0.669
O 1.319716 -3.026038 1.284187 -0.026 -0.008 0.040 -0.573
C -1.018702 -2.766621 0.870251 -0.018 -0.078 0.128 -0.465
Cl -1.660936 -3.093295 -0.760457 -0.127 -0.245 -0.134 -0.052
C 2.020004 -0.742885 -0.098923 0.335 0.102 -0.100 0.227
C 3.004097 -1.591960 -0.584059 -0.103 0.045 0.027 -0.235
C 4.287591 -1.105046 -0.755041 -0.012 0.000 -0.028 -0.193
C 4.584532 0.212731 -0.457564 -0.030 0.023 0.038 -0.212
C 3.602469 1.069293 0.026049 0.000 -0.087 -0.034 0.002
C 3.923212 2.497520 0.346242 0.002 0.009 -0.082 -0.631
C 2.316448 0.579229 0.200178 0.037 -0.153 -0.014 -0.254
H -0.031590 5.270633 -0.518060 0.016 0.113 -0.090 0.200
H 1.299889 4.154316 -0.219753 0.135 -0.010 -0.057 0.200
H 0.650424 5.126961 1.101730 0.082 0.107 0.041 0.213
H -1.510492 3.917568 0.953541 -0.041 -0.051 0.088 0.203
H -0.192046 2.804399 1.285283 -0.055 0.005 0.053 0.218
H -1.488747 3.331555 -1.428065 -0.042 -0.050 -0.053 0.201
H -0.051532 2.333521 -1.212209 0.000 0.003 -0.062 0.211
H -2.693084 1.394799 -2.251534 0.079 -0.032 -0.029 0.482
H -3.464116 2.827554 -0.094417 0.098 0.076 0.023 0.203
H -2.920630 1.893952 1.309026 -0.005 0.129 -0.008 0.241
H -5.189036 1.286982 0.594811 -0.032 0.029 -0.083 0.206
H -4.613392 0.830269 -1.006112 -0.086 0.052 0.021 0.191
H -4.955520 -1.133715 0.531275 -0.021 -0.131 -0.003 0.214
H -3.671994 -0.504255 1.568776 0.045 -0.055 0.130 0.207
H -3.313601 -1.012385 -0.091946 0.088 -0.149 -0.019 0.212
H -0.510655 -0.430826 -1.401309 0.108 -0.117 0.197 0.430
H -1.620926 -1.981812 1.326372 0.028 -0.040 -0.034 0.246
H -1.091755 -3.688145 1.446398 0.096 0.180 -0.083 0.248
H 2.769082 -2.619598 -0.806425 -0.033 -0.097 -0.010 0.231
H 5.061142 -1.760427 -1.125763 0.063 -0.065 -0.035 0.216
H 5.590605 0.581681 -0.594061 0.114 0.041 -0.005 0.208
H 3.872559 3.104783 -0.558607 0.003 0.105 -0.002 0.219
H 3.218575 2.900617 1.069191 -0.022 0.089 0.058 0.217
H 4.929719 2.584569 0.748640 0.055 0.063 0.049 0.220
H 1.544781 1.222319 0.594967 -0.117 0.090 0.082 0.213
```
Positions in Å, forces in eV/Å.

## Properties
LUMO energy, eV: 0.521
Relative energy (zero: lowest compared OMol25 entry of this formula, charge and spin), kJ/mol: 0.00
SMILES: CCCC(O)(CCC)C(=O)NN(C(=O)CCl)c1cccc(C)c1
Strongest force on any atom, Eh/bohr: 0.0160